No. 1
ORCA calculation (wB97M-V/def2-TZVPD) on a structure of composition C16H38ClNPSmY.

XYZ file:
```
59
Properties=species:S:1:pos:R:3:mulliken_spin:R:1
Sm -0.45 -0.57 -2.14 5.11
Cl -0.70 1.79 -3.66 0.00
C -2.57 -1.38 -1.59 -0.04
H -2.82 -2.20 -0.90 0.00
H -2.80 -1.70 -2.63 0.00
H -3.21 -0.51 -1.34 0.00
Y -0.25 0.39 -5.83 -0.01
C -2.16 0.82 -7.21 0.00
C 1.69 1.43 -6.67 0.00
C -0.08 -1.53 -4.60 -0.03
H 2.46 1.32 -5.89 0.00
H 2.20 1.35 -7.65 0.00
H 1.30 2.47 -6.68 0.00
H -3.07 0.40 -6.72 0.00
H -2.16 1.93 -7.11 0.00
H -2.24 0.65 -8.29 0.00
H -0.75 -2.39 -4.74 0.00
H 0.81 -2.18 -4.53 0.00
C 0.15 -2.67 0.85 0.00
C -0.25 -1.71 1.98 0.00
C -1.76 -1.80 2.17 0.00
C 0.44 -2.14 3.29 0.00
P 0.21 0.04 1.44 -0.01
N -0.08 0.05 -0.15 -0.03
C -0.72 1.35 2.44 0.00
C -0.75 1.00 3.94 0.00
C -0.14 2.77 2.33 0.00
C -2.15 1.40 1.91 0.00
C 2.03 0.39 1.76 0.00
C 2.84 -0.76 1.15 0.00
C 2.39 1.68 1.00 0.00
C 2.37 0.49 3.27 0.00
H 0.03 -3.74 1.15 0.00
H 1.17 -2.54 0.49 0.00
H -0.52 -2.51 -0.02 0.00
H -2.05 -2.86 2.15 0.00
H -2.09 -1.40 3.13 0.00
H -2.29 -1.31 1.35 0.00
H 1.53 -2.17 3.18 0.00
H 0.14 -1.49 4.12 0.00
H 0.11 -3.17 3.51 0.00
H -1.28 1.82 4.45 0.00
H -1.27 0.07 4.17 0.00
H 0.23 0.96 4.40 0.00
H -0.05 3.09 1.28 0.00
H -0.86 3.44 2.83 0.00
H 0.80 2.89 2.87 0.00
H -2.16 1.52 0.82 0.00
H -2.74 0.51 2.17 0.00
H -2.64 2.27 2.36 0.00
H 2.64 -0.84 0.07 0.00
H 3.91 -0.51 1.28 0.00
H 2.68 -1.73 1.64 0.00
H 2.13 2.58 1.56 0.00
H 3.48 1.69 0.85 0.00
H 1.88 1.68 0.02 0.00
H 1.88 1.35 3.74 0.00
H 2.11 -0.43 3.81 0.00
H 3.45 0.64 3.37 0.00
```

## Properties
* molecular weight: 550.18 g mol⁻¹
* Kohn-Sham gap (alpha / beta): 0.1965 / 0.1953 Ha
* <S²>: 8.7731
* electronic energy: -59456.1449 eV
* total charge: -1
* energy relative to the best compared isomer or geometry (same formula, charge and spin): 0.0 kJ/mol
* spin multiplicity: 6
* HOMO level (alpha / beta): -3.093 / -3.061 eV


No. 2
ORCA calculation (wB97M-V/def2-TZVPD) on a cluster of 2 separate species, C8H14N2S in total.

XYZ file:
```
25
Properties=species:S:1:pos:R:3:lowdin_charge:R:1
C -1.31 1.15 -2.00 -0.15
N -0.77 0.60 -0.79 -0.05
C -1.54 0.15 0.10 -0.63
N -1.10 -0.34 1.29 0.04
C -2.07 -0.82 2.13 -0.21
C -3.32 -0.71 1.65 -0.43
S -3.34 0.01 0.06 0.99
H -1.52 0.36 -2.73 0.08
H -2.24 1.70 -1.82 0.06
H -0.57 1.82 -2.43 0.06
H -0.11 -0.31 1.48 0.09
H -1.79 -1.22 3.08 0.12
H -4.24 -1.01 2.10 0.05
C 2.02 -0.10 1.36 -0.01
C 1.98 -0.10 0.03 -0.44
C 1.61 -1.33 -0.74 -0.07
C 2.34 1.09 -0.78 -0.06
H 1.82 -0.98 1.95 0.06
H 2.30 0.78 1.92 0.06
H 2.47 -1.67 -1.33 0.08
H 0.80 -1.09 -1.43 0.07
H 1.30 -2.14 -0.09 0.08
H 1.44 1.52 -1.21 0.05
H 2.84 1.85 -0.18 0.08
H 3.00 0.80 -1.60 0.08
```

## Properties
* molecular weight: 170.28 g mol⁻¹
* Kohn-Sham gap: 0.3066 Ha
* electronic energy: -22337.5565 eV
* total charge: 0
* energy relative to the best compared isomer or geometry (same formula, charge and spin): 126.6 kJ/mol
* structure (SMILES): C/N=c1/[nH]ccs1.C=C(C)C
* HOMO level: -7.581 eV


No. 3
ORCA calculation (wB97M-V/def2-TZVPD) on a structure of composition C35H33N5O2RuS2Sb.

XYZ file:
```
79
Properties=species:S:1:pos:R:3:mulliken_spin:R:1
Ru 0.10 0.83 0.31 2.63
O 3.27 5.11 -0.69 0.09
C 4.14 4.18 -0.34 0.21
C 5.50 4.53 -0.35 -0.02
C 6.45 3.62 0.01 0.06
C 6.08 2.31 0.39 0.13
C 4.76 1.93 0.39 -0.06
C 3.76 2.85 0.02 0.12
C 2.38 2.42 0.01 -0.04
O 2.08 1.20 0.38 0.09
N 1.44 3.27 -0.39 0.31
N 0.25 2.69 -0.37 0.25
C -0.92 3.34 -0.60 0.22
C -2.07 2.57 -0.44 0.16
C -3.38 3.06 -0.64 0.15
C -4.46 2.24 -0.45 0.02
C -4.24 0.90 -0.06 0.17
C -2.95 0.47 0.15 0.02
N -1.88 1.25 -0.04 0.12
H 2.36 4.75 -0.65 0.00
H 5.76 5.54 -0.63 0.00
H 7.49 3.90 0.01 0.00
H 6.84 1.60 0.68 0.00
H 4.47 0.93 0.67 0.00
H -0.95 4.39 -0.87 0.00
H -3.51 4.10 -0.92 0.00
H -5.46 2.60 -0.58 0.00
H -5.07 0.23 0.10 0.01
H -2.76 -0.54 0.50 -0.01
S -0.18 2.44 2.52 0.21
C -0.22 1.63 4.04 -0.01
N 0.58 0.60 4.30 0.01
C 0.65 -0.07 5.59 0.00
C 0.19 0.88 6.69 0.00
C -1.15 1.48 6.31 0.00
N -1.05 2.08 4.98 0.02
H 1.17 0.29 3.55 0.00
H 1.68 -0.37 5.77 0.00
H 0.03 -0.97 5.57 0.00
H 0.92 1.68 6.81 0.00
H 0.10 0.34 7.63 0.00
H -1.44 2.26 7.01 0.00
H -1.93 0.72 6.31 0.00
H -1.62 2.87 4.74 0.00
S 0.02 -1.47 0.93 0.10
Sb -0.63 -2.30 -1.20 -0.01
C 0.66 -3.78 -1.99 0.00
C 1.71 -4.34 -1.27 0.00
C 2.50 -5.30 -1.87 0.00
C 2.24 -5.70 -3.18 0.00
C 1.19 -5.14 -3.89 0.00
C 0.39 -4.17 -3.30 0.00
C -2.60 -3.08 -1.04 0.00
C -3.65 -2.65 -1.85 0.00
C -4.89 -3.25 -1.72 0.00
C -5.08 -4.27 -0.80 0.00
C -4.03 -4.69 0.00 0.00
C -2.78 -4.10 -0.12 0.00
C -0.35 -0.61 -2.49 0.04
C -1.32 -0.02 -3.28 0.05
C -0.99 1.09 -4.05 0.00
C 0.31 1.57 -4.07 0.01
C 1.30 0.94 -3.32 -0.01
C 0.97 -0.14 -2.50 -0.04
H 1.90 -4.03 -0.25 0.00
H 3.31 -5.75 -1.32 0.00
H 2.87 -6.45 -3.64 0.00
H 0.99 -5.45 -4.91 0.00
H -0.43 -3.74 -3.85 0.00
H -3.50 -1.86 -2.58 0.00
H -5.71 -2.92 -2.35 0.00
H -6.05 -4.73 -0.71 0.00
H -4.18 -5.49 0.72 0.00
H -1.95 -4.43 0.50 0.00
H -2.33 -0.42 -3.32 0.00
H -1.75 1.56 -4.66 0.00
H 0.57 2.42 -4.69 0.00
H 2.33 1.27 -3.37 0.00
H 1.75 -0.67 -1.97 -0.01
```

## Properties
* molecular weight: 842.65 g mol⁻¹
* Kohn-Sham gap (alpha / beta): 0.2461 / 0.1694 Ha
* <S²>: 8.8092
* electronic energy: -79150.9341 eV
* total charge: +2
* energy relative to the best compared isomer or geometry (same formula, charge and spin): 0.0 kJ/mol
* spin multiplicity: 6
* HOMO level (alpha / beta): -11.390 / -13.042 eV


No. 4
ORCA calculation (wB97M-V/def2-TZVPD) on a cluster of 9 separate species, C23H33BF9N8O in total.

XYZ file:
```
75
Properties=species:S:1:pos:R:3:lowdin_charge:R:1
F 8.41 -1.23 -0.14 -0.16
B 7.72 -0.39 -1.14 -0.63
C 6.11 -0.31 -0.78 -0.18
C 5.88 0.71 0.36 -0.25
O 4.79 0.39 1.27 -0.12
C 3.57 0.34 0.62 -0.14
C 2.87 -0.97 0.97 -0.47
F 2.45 -0.91 2.25 0.13
F 3.67 -2.00 0.91 0.18
C 1.62 -1.31 0.12 -0.41
F 1.01 -2.32 0.74 0.15
F 1.98 -1.76 -1.06 0.19
C 0.57 -0.18 -0.02 -0.40
F 0.50 0.61 1.03 0.18
F -0.62 -0.78 -0.11 0.13
C 0.74 0.67 -1.34 -0.32
F 0.31 1.89 -1.08 0.12
F 0.01 0.07 -2.29 0.10
H 8.21 0.73 -1.10 0.03
H 7.86 -0.85 -2.26 0.02
H 5.61 0.13 -1.66 0.07
H 5.66 -1.27 -0.55 0.08
H 6.78 0.68 0.96 0.06
H 5.82 1.73 -0.04 0.07
H 3.63 0.53 -0.46 0.13
H 2.94 1.14 1.05 0.14
H 1.80 0.69 -1.60 0.16
C -3.39 0.53 -1.99 -0.06
C -4.51 0.21 -2.88 -0.27
N -5.39 -0.03 -3.57 0.12
H -3.32 -0.22 -1.21 0.05
H -2.46 0.54 -2.55 0.05
H -3.55 1.50 -1.53 0.09
C -5.07 -2.15 0.97 -0.10
C -4.47 -0.82 1.10 -0.28
N -4.01 0.22 1.19 0.14
H -4.30 -2.91 1.05 0.07
H -5.80 -2.30 1.76 0.07
H -5.56 -2.25 0.01 0.07
C -7.77 -5.34 2.12 -0.09
C -6.74 -5.08 1.11 -0.26
N -5.93 -4.88 0.32 0.14
H -7.88 -4.48 2.75 0.02
H -8.71 -5.55 1.64 0.08
H -7.47 -6.19 2.73 0.09
C -5.04 2.52 -5.93 -0.06
C -4.01 2.79 -6.95 -0.29
N -3.20 3.00 -7.72 0.14
H -5.16 3.39 -5.30 0.09
H -5.98 2.30 -6.42 0.08
H -4.74 1.67 -5.32 0.04
C -1.21 1.52 -5.31 -0.06
C -0.16 2.43 -4.84 -0.28
N 0.65 3.14 -4.47 0.14
H -0.84 0.94 -6.16 0.09
H -1.49 0.83 -4.51 0.05
H -2.08 2.09 -5.61 0.03
C -9.32 -2.18 5.66 -0.06
C -9.50 -3.30 4.73 -0.24
N -9.64 -4.17 4.00 0.14
H -9.81 -1.29 5.26 0.08
H -9.75 -2.43 6.62 0.08
H -8.26 -1.98 5.78 0.08
C 8.46 1.42 4.14 -0.08
C 8.83 0.99 2.79 -0.26
N 9.11 0.64 1.73 0.19
H 8.34 2.50 4.16 0.06
H 7.52 0.95 4.43 0.08
H 9.24 1.13 4.84 0.07
C 5.58 4.18 3.24 -0.06
C 6.04 3.79 1.90 -0.25
N 6.40 3.48 0.86 0.17
H 5.39 5.25 3.27 0.08
H 4.67 3.64 3.48 0.08
H 6.35 3.93 3.97 0.06
```

## Properties
* molecular weight: 619.37 g mol⁻¹
* Kohn-Sham gap: 0.1917 Ha
* electronic energy: -63486.4911 eV
* total charge: -1
* HOMO level: -4.164 eV


Number 1: largest force on an atom 3.5 eV Å⁻¹. Number 2: largest force on an atom 1.0 eV Å⁻¹. Number 3: largest force on an atom 0.9 eV Å⁻¹. Number 4: largest force on an atom 2.6 eV Å⁻¹.